No. 1
{"formula": "C5H7N", "method": "ωB97M-V with the def2-TZVPD basis set", "homo_lumo_gap_ev": 10.05, "symbols": ["C", "C", "C", "N", "C", "C", "H", "H", "H", "H", "H", "H", "H"], "positions_angstrom": [[-1.05, 0.15, 1.09], [-2.02, -0.48, 0.13], [0.76, 0.10, -0.12], [0.33, 1.12, 0.33], [2.34, 0.80, -0.95], [3.43, 0.45, -1.36], [-1.43, 1.03, 1.60], [-0.64, -0.53, 1.85], [0.78, -0.92, -0.49], [-1.66, -1.43, -0.26], [-2.24, 0.19, -0.70], [-2.96, -0.68, 0.66], [4.37, 0.21, -1.78]], "lowdin_charge": [-0.157, -0.132, -0.195, 0.116, -0.103, -0.030, 0.082, 0.091, 0.110, 0.067, 0.082, 0.080, -0.010]}


No. 2
{"formula": "C5H7N", "method": "ωB97M-V with the def2-TZVPD basis set", "homo_lumo_gap_ev": 9.34, "symbols": ["C", "C", "C", "N", "C", "C", "H", "H", "H", "H", "H", "H", "H"], "positions_angstrom": [[-0.75, -1.48, -0.45], [0.52, -0.81, -0.40], [-0.26, 0.48, -0.96], [0.19, 1.29, 0.20], [-0.33, 0.66, 1.42], [0.87, 0.10, 0.78], [-1.36, 0.36, -1.02], [-0.82, -1.89, -1.48], [1.36, -1.09, -1.05], [0.13, 0.81, -1.91], [-1.25, 0.09, 1.37], [-0.19, 1.28, 2.29], [1.87, 0.19, 1.20]], "lowdin_charge": [0.104, -0.332, -0.156, -0.020, -0.116, -0.219, 0.111, 0.033, 0.132, 0.125, 0.098, 0.109, 0.130]}


No. 3
{"formula": "C5H7N", "method": "ωB97M-V with the def2-TZVPD basis set", "smiles": "C1[C@H]2CN3[C@H]2[C@H]13", "homo_lumo_gap_ev": 10.52, "symbols": ["C", "C", "C", "C", "C", "N", "H", "H", "H", "H", "H", "H", "H"], "positions_angstrom": [[-0.53, 1.15, 0.26], [-1.18, -0.22, 0.37], [-0.46, -0.72, -0.83], [0.56, 0.44, -0.58], [1.18, -0.55, 0.40], [-0.13, -1.25, 0.51], [-0.21, 1.67, 1.17], [-1.16, 1.80, -0.35], [-2.15, -0.46, 0.79], [-0.54, -1.41, -1.66], [1.15, 1.00, -1.30], [1.64, -0.20, 1.33], [1.83, -1.26, -0.11]], "lowdin_charge": [-0.105, -0.206, -0.155, -0.199, -0.157, -0.008, 0.107, 0.112, 0.130, 0.131, 0.126, 0.108, 0.114]}


No. 4
{"formula": "C5H7N", "method": "ωB97M-V with the def2-TZVPD basis set", "homo_lumo_gap_ev": 9.45, "symbols": ["C", "C", "C", "N", "C", "C", "H", "H", "H", "H", "H", "H", "H"], "positions_angstrom": [[-1.14, 0.98, 0.19], [-0.93, -0.51, 0.02], [-0.34, 0.51, -0.95], [1.17, 0.30, -0.65], [1.47, -0.21, 0.74], [0.51, -0.94, -0.02], [-0.61, 1.58, 0.93], [-2.15, 1.31, -0.03], [-1.72, -1.25, 0.00], [-0.55, 0.48, -2.02], [1.21, 0.34, 1.65], [2.38, -0.80, 0.82], [0.71, -1.79, -0.65]], "lowdin_charge": [-0.076, -0.160, -0.230, 0.023, -0.119, -0.282, 0.101, 0.111, 0.128, 0.143, 0.107, 0.112, 0.142]}


No. 5
{"formula": "C5H7N", "method": "ωB97M-V with the def2-TZVPD basis set", "homo_lumo_gap_ev": [8.16, 8.16], "symbols": ["C", "N", "C", "C", "C", "C", "H", "H", "H", "H", "H", "H", "H"], "positions_angstrom": [[0.51, 1.36, 0.94], [-0.28, 0.54, 0.07], [0.29, -1.61, -0.55], [0.19, -0.24, -1.03], [-1.15, -0.91, -1.18], [-1.46, -0.08, -0.03], [0.46, 2.39, 0.59], [1.55, 1.02, 0.87], [0.19, 1.28, 1.98], [1.14, -2.19, -0.92], [0.09, -1.87, 0.47], [0.75, 0.20, -1.85], [-2.30, 0.09, 0.65]], "lowdin_charge": [-0.027, -0.122, -0.019, -0.401, -0.067, -0.074, 0.086, 0.101, 0.089, 0.086, 0.081, 0.149, 0.118]}


No. 6
{"formula": "C5H7N", "method": "ωB97M-V with the def2-TZVPD basis set", "smiles": "Cc1ccc[nH]1", "homo_lumo_gap_ev": 8.93, "symbols": ["C", "C", "N", "C", "C", "C", "H", "H", "H", "H", "H", "H", "H"], "positions_angstrom": [[0.72, -1.20, -1.20], [1.64, -0.73, -0.29], [1.06, 0.23, 0.48], [-0.26, 0.36, 0.13], [-0.44, -0.40, -0.99], [-1.36, 1.06, 0.87], [0.82, -2.22, -1.54], [2.68, -1.03, -0.34], [1.37, 0.53, 1.39], [-1.34, -0.34, -1.58], [-1.19, 1.01, 1.95], [-2.31, 0.64, 0.58], [-1.41, 2.10, 0.54]], "lowdin_charge": [-0.105, -0.153, 0.048, -0.338, -0.081, -0.031, 0.092, 0.104, 0.149, 0.096, 0.074, 0.073, 0.074]}


What did we get for largest force on an atom? Answer: 7.914 0.666 0.640 1.094 1.485 1.388 eV Å⁻¹, in the order shown.
What did we get for electronic energy? Answer: -6781.85563 -6782.59513 -6785.41772 -6783.65608 -6782.72337 -6787.75828 eV, in the order shown.
What did we get for energy above the lowest of the compared OMol25 structures with the same formula, charge and spin? Answer: 642.3 570.9 298.6 468.6 558.6 72.8 kJ/mol, in the order shown.